# 1
ORCA calculation (ωB97M-V with the def2-TZVPD basis set) on one molecule with the formula C5H6O3 in a non-equilibrium geometry.

The value obtained for the LUMO energy is -0.02 eV. As for the energy above the lowest of the compared OMol25 structures with the same formula, charge and spin: 158.84 kJ/mol. The SMILES is C=C(C(C)=O)C(=O)O. The HOMO energy is -9.45 eV. Its multiplicity is 1.

XYZ file:
```
14
Properties=species:S:1:pos:R:3:forces:R:3:nbo_charge:R:1
C -1.1050 -0.5107 -1.4461 0.435 0.505 0.177 -0.309
C -0.3215 0.2578 -0.6955 2.373 -1.179 0.663 -0.214
C 1.2080 -0.0451 0.0389 -0.456 -1.356 -3.664 0.643
C 1.2045 -1.3056 0.8636 0.093 0.703 1.054 -0.726
O 2.2067 0.4562 -0.4170 -1.143 -0.400 0.691 -0.523
C -0.6058 1.4581 0.0347 1.281 0.609 3.468 0.723
O 0.3226 1.8706 0.7689 -2.442 0.664 -1.327 -0.582
O -1.8828 1.7533 0.3176 0.139 0.982 -0.776 -0.655
H -0.8595 -1.5522 -1.6287 0.090 0.192 -0.298 0.212
H -1.9934 -0.0855 -1.9103 -0.065 -0.269 0.310 0.217
H 1.3425 -2.1621 0.2018 -0.104 0.144 -0.125 0.245
H 2.0459 -1.2707 1.5616 -0.088 -0.111 -0.099 0.241
H 0.2732 -1.4074 1.4207 0.034 -0.131 -0.044 0.224
H -1.8355 2.5433 0.8899 -0.148 -0.351 -0.031 0.503
```
Positions in Å, forces in eV/Å.


# 2
ORCA calculation (ωB97M-V with the def2-TZVPD basis set) on one molecule with the formula CHN3O3 in a non-equilibrium geometry.

The value obtained for the LUMO energy is -0.30 eV. As for the energy above the lowest of the compared OMol25 structures with the same formula, charge and spin: 109.44 kJ/mol. The SMILES is O=c1nnon1O. The HOMO energy is -10.85 eV. Its multiplicity is 1.

XYZ file:
```
8
Properties=species:S:1:pos:R:3:forces:R:3:nbo_charge:R:1
O 0.2536 2.0404 -0.0150 0.621 -0.473 0.084 -0.482
C -0.1880 0.9460 0.0252 -2.430 0.410 -0.311 0.681
N -1.7146 0.6526 -0.1579 2.795 -0.823 0.356 -0.196
N -1.8081 -0.5607 -0.1597 -1.304 -0.499 -0.178 0.168
O -0.6075 -1.2864 0.0689 0.024 1.085 -0.234 -0.202
N 0.3585 -0.3067 0.2938 0.631 0.309 0.558 0.040
O 1.5359 -0.5604 -0.3613 0.603 -0.442 0.249 -0.502
H 2.1703 -0.9248 0.3061 -0.939 0.433 -0.524 0.493
```
Positions in Å, forces in eV/Å.


# 3
ORCA calculation (ωB97M-V with the def2-TZVPD basis set) on C33H56I2N2O23PS as an isolated structure in a non-equilibrium geometry.

The value obtained for the LUMO energy is 1.66 eV. The net charge is -1. The HOMO energy is -5.16 eV. Its multiplicity is 1.

XYZ file:
```
118
Properties=species:S:1:pos:R:3:forces:R:3:mulliken_charge:R:1
C 3.7457 2.0331 0.0830 0.326 0.524 -0.357 -0.189
C 3.2370 2.2605 -1.4353 1.145 -1.917 1.271 0.156
O 2.4263 3.4556 -1.5590 -1.466 -1.052 -1.552 -0.266
C 1.7446 3.4705 -2.8224 1.933 0.493 -2.336 0.343
O 2.4597 3.5464 -3.8511 -2.575 -0.459 3.007 -0.656
C 0.1375 3.4115 -2.8635 1.213 -0.443 0.486 -0.238
C -0.3484 2.1579 -1.9311 0.913 1.047 -0.942 1.382
C -1.3343 2.7637 -0.8403 1.870 0.967 -0.725 -2.148
P -2.2547 1.5698 0.3464 -0.100 -0.224 -3.966 -0.592
I -3.2964 -0.1990 1.8962 -1.317 -1.485 1.578 -0.079
C -1.0693 0.0727 -0.1202 0.628 -2.913 1.102 -0.859
N -1.4896 -0.6912 -1.3579 2.044 -0.379 -0.068 0.043
C -0.2962 -1.2609 -2.0675 0.580 -0.815 -0.988 -0.133
C -3.5124 2.9251 0.9301 -2.132 0.271 1.227 -0.518
I -2.8533 5.0115 0.8958 0.285 0.021 -0.277 -0.022
C -4.2746 2.7171 2.3206 -1.602 1.841 0.590 -0.075
C -5.0079 4.0763 2.8731 -0.793 -1.444 0.837 -1.482
N -3.3642 0.9390 -0.8831 -2.297 0.494 -0.166 0.749
C -3.6532 1.6507 -2.1147 -1.515 1.135 -2.009 -0.815
C -4.6123 0.3038 -0.5468 -4.295 -0.762 -0.088 0.224
C -4.8694 -1.2010 -1.1131 0.350 0.381 -0.562 -0.974
O -5.6966 0.8273 -0.1254 3.912 -0.636 -1.072 -0.666
S -0.8351 1.9259 1.9558 5.977 3.427 5.237 1.449
C -0.5287 0.5274 3.1812 1.348 -0.165 1.258 -1.000
O 0.6082 2.2246 1.5002 -2.757 -1.402 -0.540 -0.427
O -1.1337 3.0513 2.9275 -1.097 -1.811 -1.563 -0.764
H 4.7300 2.5910 0.2595 -1.569 -0.646 -0.280 0.071
H 2.9772 2.3718 0.8519 0.807 -0.606 -1.208 -0.452
H 3.9846 0.9302 0.2706 -0.482 1.518 -0.427 0.406
H 2.6695 1.2931 -1.6956 0.376 1.638 0.114 0.008
H 4.1574 2.2689 -2.1005 -1.223 0.356 0.566 0.335
H -0.2217 4.4136 -2.4677 0.302 -1.236 -0.403 0.429
H -0.2041 3.2736 -3.9513 0.764 0.386 1.609 0.143
H 0.6333 1.7384 -1.5220 -1.783 0.464 -0.101 -1.022
H -0.7605 1.3998 -2.6553 0.137 0.664 1.095 -0.206
H -1.9881 3.4940 -1.4089 0.316 -1.146 0.859 0.653
H -0.6264 3.4827 -0.2768 -1.224 -1.278 -0.445 0.623
H 0.0339 0.3104 -0.0827 -1.262 0.149 -0.599 0.196
H -1.1418 -0.7718 0.6636 0.244 1.906 -0.631 0.520
H -2.0138 -1.5376 -1.0732 0.161 1.188 0.049 0.256
H -0.3265 -1.0281 -3.1952 -0.085 -0.268 1.523 -0.149
H 0.7062 -0.8869 -1.6907 -1.251 -0.329 -0.230 0.140
H -0.2643 -2.4075 -1.9664 0.009 1.687 -0.187 0.125
H -4.3801 2.9791 0.1734 1.663 -0.351 0.917 0.736
H -5.1975 2.0507 2.1574 1.916 0.497 0.146 0.195
H -3.6488 2.4285 3.2147 -0.492 -0.141 -1.468 0.252
H -4.3225 4.7223 3.5003 -0.764 -0.514 -1.185 0.372
H -5.7935 3.6698 3.6190 1.068 0.610 -1.015 0.397
H -5.6031 4.6144 2.0760 0.970 -0.366 0.918 0.370
H -3.9579 2.7590 -1.9755 0.422 -1.495 0.023 0.281
H -2.8867 1.6483 -2.9524 -0.438 -0.323 1.375 0.001
H -4.5963 1.1911 -2.6021 1.434 0.573 0.687 0.383
H -4.3488 -1.3451 -2.1302 -0.379 0.138 1.702 0.277
H -5.9819 -1.3787 -1.3247 1.524 0.524 0.644 0.255
H -4.5129 -1.9417 -0.3320 -0.303 0.815 -1.140 0.206
H -0.3123 -0.4738 2.7185 -0.664 1.016 0.402 0.258
H -1.2621 0.5321 4.0523 0.528 -0.174 -1.694 0.289
H 0.4628 0.8328 3.6952 -1.384 0.017 -1.237 0.240
C 0.9686 0.1980 -7.6455 0.418 0.168 -0.598 -0.396
C 0.8587 0.8730 -6.3114 0.453 0.677 0.363 -0.205
O -0.3582 0.3535 -5.7887 -0.102 -0.472 -0.393 -0.200
C -0.5825 -0.8382 -6.4060 -0.779 -0.572 0.468 0.609
O -1.4289 -1.6171 -6.0823 0.565 0.487 -0.284 -0.535
O 0.2829 -1.0297 -7.4400 -0.224 0.036 0.338 -0.340
H 2.0039 0.0200 -7.9394 -0.141 -0.163 0.007 0.316
H 0.4645 0.7558 -8.4402 -0.004 -0.023 0.053 0.257
H 1.6765 0.6043 -5.6368 -0.059 0.028 -0.032 0.204
H 0.8127 1.9595 -6.3961 -0.115 -0.107 0.176 0.293
C 0.3998 -5.9124 -0.7261 -0.301 -0.411 -0.516 -0.402
C 1.0485 -6.2410 0.5844 0.085 -0.778 0.204 0.041
O 1.6625 -5.0137 0.9561 -0.195 0.349 -0.310 -0.319
C 0.9893 -4.0183 0.3158 0.090 1.049 0.221 0.559
O 1.1399 -2.8535 0.5355 -0.092 -0.793 -0.129 -0.457
O 0.1222 -4.5226 -0.6050 0.297 0.141 0.394 -0.240
H -0.5172 -6.4791 -0.8919 -0.002 0.230 -0.021 0.313
H 1.0709 -6.0663 -1.5761 -0.009 0.025 0.057 0.287
H 0.3210 -6.5193 1.3525 0.023 0.031 -0.045 0.274
H 1.7875 -7.0327 0.4946 -0.107 0.242 0.029 -0.042
C -9.3470 -2.0262 0.7583 -0.008 0.883 0.191 -0.152
C -9.7305 -2.7740 -0.4830 -0.409 0.225 -0.624 -0.341
O -8.9032 -3.9286 -0.4289 0.127 -0.041 0.457 -0.322
C -8.5689 -4.1225 0.8767 0.508 -0.723 0.422 0.649
O -8.0202 -5.0992 1.2941 -0.404 0.608 -0.294 -0.537
O -8.9415 -3.0630 1.6438 0.034 -0.500 -0.343 -0.314
H -10.1794 -1.4602 1.1784 0.115 -0.148 0.139 0.270
H -8.5030 -1.3494 0.5957 -0.028 -0.059 0.002 0.164
H -10.7784 -3.0890 -0.4758 0.050 -0.012 0.026 0.284
H -9.5394 -2.2008 -1.3911 0.102 -0.201 0.029 0.302
C 8.9728 3.0024 1.8623 0.720 0.027 -0.076 -0.375
C 7.9341 4.0652 1.6619 0.275 0.939 0.056 -0.281
O 6.7614 3.3173 1.3695 0.145 -0.589 0.164 -0.290
C 6.9325 2.0782 1.9047 -0.850 -0.544 0.143 0.698
O 6.0700 1.2551 1.9882 0.706 0.455 0.038 -0.506
O 8.2117 1.8988 2.3355 -0.402 0.064 -0.131 -0.375
H 9.7317 3.2913 2.5905 -0.123 -0.180 0.036 0.316
H 9.4670 2.7179 0.9283 -0.037 -0.029 0.033 0.240
H 7.7588 4.6553 2.5641 -0.014 -0.078 -0.099 0.231
H 8.1816 4.7388 0.8403 -0.228 -0.111 -0.023 0.321
C 4.0988 -7.6684 3.1392 0.066 0.641 0.632 -0.369
C 5.1385 -8.6655 2.7239 0.766 -0.064 0.242 -0.327
O 4.3905 -9.6134 1.9732 -0.491 0.218 -0.150 -0.337
C 3.2780 -8.9769 1.5182 -0.485 -0.411 -0.531 0.628
O 2.5180 -9.4356 0.7166 0.451 0.338 0.476 -0.521
O 3.1410 -7.7505 2.0910 0.254 -0.620 -0.131 -0.265
H 4.4988 -6.6573 3.2213 -0.212 -0.034 -0.138 0.329
H 3.6141 -7.9361 4.0823 0.010 -0.017 -0.076 0.258
H 5.9043 -8.2274 2.0775 -0.073 -0.011 0.017 0.257
H 5.6246 -9.1412 3.5765 -0.099 -0.130 -0.165 0.300
C 3.4375 3.7103 3.8931 -0.583 -0.687 0.267 -0.216
C 2.9886 4.6361 2.8040 -0.942 -0.180 -0.506 0.376
O 3.9421 5.6937 2.8733 0.914 -0.084 0.470 -0.372
C 5.0618 5.1881 3.4499 0.122 0.229 -0.133 0.614
O 6.1138 5.7661 3.5052 -0.505 -0.285 0.054 -0.624
O 4.8418 3.9459 3.9532 0.396 0.724 -0.212 -0.358
H 3.2274 2.6648 3.6649 0.202 0.087 -0.010 0.218
H 2.9960 3.9582 4.8628 0.061 0.028 -0.049 0.267
H 3.0422 4.1764 1.8146 -0.006 0.077 0.121 -0.234
H 1.9775 5.0110 2.9652 0.163 0.085 -0.066 0.340
```
Positions in Å, forces in eV/Å.


# 4
ORCA calculation (ωB97M-V with the def2-TZVPD basis set) on C11H10BrNSeTb as an isolated structure in a non-equilibrium geometry.

The value obtained for the LUMO energy (alpha / beta) is 1.79 / 2.84 eV. As for the energy above the lowest of the compared OMol25 structures with the same formula, charge and spin: 242.10 kJ/mol. The net charge is -1. The HOMO energy (alpha / beta) is -4.65 / -4.70 eV. Its multiplicity is 7.

XYZ file:
```
25
Properties=species:S:1:pos:R:3:forces:R:3:mulliken_charge:R:1
C -1.9262 -0.6892 -0.0744 -0.150 0.708 0.048 -0.716
C -1.5627 -1.1289 1.2528 -0.375 0.861 0.133 -0.621
C -1.8435 -0.0440 2.1590 -0.330 0.208 -1.106 -0.351
H -1.0755 -2.0707 1.4953 -0.492 -0.169 0.190 0.526
C -2.3317 1.0638 1.3996 0.414 -1.451 -0.190 -0.553
C -2.4049 0.6536 0.0416 0.458 -0.406 0.285 -0.372
H -2.8296 1.2477 -0.7620 0.282 -0.100 0.018 0.404
H -1.9414 -1.2564 -1.0183 0.103 0.164 0.709 0.479
H -1.8366 -0.0403 3.2444 0.574 -0.194 -0.235 0.462
H -2.5798 2.0451 1.7939 -0.084 -0.262 -0.065 0.404
Tb 0.7752 -0.4575 0.4190 -1.481 0.667 0.062 0.997
Br 2.1284 -2.5364 1.4792 0.052 -0.397 -0.388 -0.496
C 2.1991 0.7096 -1.6482 -0.291 -0.341 -0.210 -0.746
C 1.1905 1.5020 -2.2643 0.000 -0.473 0.157 -0.475
C 0.2241 0.6346 -2.8359 0.398 -0.202 0.164 -0.346
H 1.1995 2.5898 -2.3580 -0.060 -0.395 0.199 0.392
C 0.6182 -0.7034 -2.5879 0.581 0.348 0.236 -0.669
C 1.8486 -0.6745 -1.8483 0.037 0.307 -0.813 -0.479
H 2.4694 -1.5347 -1.5799 -0.195 0.280 -0.171 0.558
H 3.1355 1.0700 -1.2184 -0.320 -0.098 -0.081 0.435
H -0.6446 0.9461 -3.4208 0.273 -0.129 0.360 0.403
H 0.1335 -1.5993 -2.9810 0.089 0.302 0.308 0.452
Se 2.3326 -0.1547 5.1812 -0.031 -0.013 0.154 -0.260
C 1.5970 0.1200 3.6055 -0.758 0.529 -2.030 0.163
N 1.1251 0.3078 2.5260 1.309 0.255 2.266 -0.591
```
Positions in Å, forces in eV/Å.